1.
The following is a quantum chemistry calculation of CH3Cl2OSn2 as an isolated structure at a distorted geometry, from the OMol25 dataset.

Properties
net charge	+3
calculated total energy	-39801.326	eV
E_LUMO	-17.6	eV
energy above the lowest of the compared OMol25 structures with the same formula, charge and spin	2.853	eV

Geometry (Å):
O -0.7676 -0.9820 -0.2343
Cl 2.5546 0.6627 -0.1318
H 0.0943 -0.5684 -0.0328
Sn -2.2938 -1.3282 0.9159
Sn -1.6126 -1.2199 -2.0471
Cl 0.3571 2.2124 1.0347
C 0.8436 0.6886 0.2769
H 0.4906 -0.1296 0.9046
H 0.3338 0.6644 -0.6861


2.
The following is a quantum chemistry calculation of a single C3H5NS2 molecule at a distorted geometry, from the OMol25 dataset.

Properties
structure (SMILES)	S=CC/N=C\S
calculated total energy	-26350.270	eV
E_LUMO	-0.2	eV
energy above the lowest of the compared OMol25 structures with the same formula, charge and spin	2.463	eV

Geometry (Å):
H -1.9642 -1.2770 -0.7572
C 0.7058 -0.0703 0.5371
H 0.5992 1.0518 0.5527
H 1.4705 0.0293 -1.3987
C 1.8756 0.0828 -0.4353
S -2.1886 1.1135 0.0016
H 1.2417 -0.5450 1.3404
N -0.3170 -0.9183 0.0860
C -1.4246 -0.4801 -0.3150
S 3.4076 0.4153 -0.0205
H -3.4058 0.5979 0.4090


3.
The following is a quantum chemistry calculation of a single C3H4N2O3 molecule at a distorted geometry, from the OMol25 dataset.

Properties
structure (SMILES)	O=C[C@H]1ON=CNO1
calculated total energy	-12293.271	eV
E_LUMO	0.3	eV
energy above the lowest of the compared OMol25 structures with the same formula, charge and spin	5.725	eV

Geometry (Å):
O 0.0392 0.8727 0.8996
C 1.5928 -0.4379 -0.4221
N -1.6057 -0.7601 -0.3446
C -1.5509 0.5451 -0.6419
H 0.7962 -0.7728 1.6745
H -2.2341 0.9535 -1.3659
O -0.5659 -1.2548 0.3807
O 2.5379 0.3004 -0.5328
H -2.3558 -1.3798 -0.5715
H 1.4685 -1.2954 -1.0612
N -0.8632 1.4414 -0.0020
C 0.5442 -0.3774 0.6924